(1)
C5H15NO2 | wB97M-V/def2-TZVPD

```
23
Properties=species:S:1:pos:R:3:forces:R:3:nbo_charge:R:1
C -1.410257 -0.401374 1.392070 -0.1 -0.2 0.6 -0.065
O -0.985571 -1.741047 1.203146 0.8 -0.4 0.8 -0.749
C -0.342220 0.420602 2.100155 0.2 -1.1 0.3 -0.414
C 1.082432 0.540275 1.410587 -2.2 -0.9 1.1 -0.416
C 1.187149 -0.115511 0.055712 0.2 -0.7 -0.1 -0.243
C 1.261891 0.783056 -2.190442 -1.4 0.7 -0.7 -0.415
N 0.480092 0.658017 -0.969938 0.5 -0.4 0.2 -0.646
H -1.640365 0.003131 0.444455 -0.5 0.7 -1.1 0.174
H -2.290688 -0.418674 2.044291 -0.2 0.2 -0.2 0.161
H -1.462795 -2.191177 0.509410 -0.4 0.3 -0.3 0.483
H -0.249198 -0.098272 3.063651 0.4 0.1 -0.1 0.204
H -0.739667 1.395070 2.386938 -0.1 0.1 -0.4 0.205
H 1.165572 1.598802 1.320159 1.1 0.8 -0.1 0.196
H 1.717642 0.104242 2.173785 0.7 0.2 -0.4 0.223
H 2.224728 -0.306444 -0.215167 0.4 0.7 -0.1 0.177
H 0.800417 -1.134636 0.065123 -0.3 0.1 0.3 0.213
H 2.156117 1.416759 -2.169993 0.3 -0.4 0.4 0.175
H 1.441134 -0.210529 -2.597896 0.4 0.0 0.1 0.192
H 0.607557 1.268101 -2.925653 0.1 0.0 -0.1 0.193
H 0.224830 1.544665 -0.559602 0.1 0.3 -0.4 0.352
H -2.151386 -0.364441 -2.280359 0.3 0.1 0.1 0.476
H -1.067418 -1.447576 -2.116915 0.4 0.3 0.0 0.475
O -2.009997 -1.303038 -2.143516 -0.7 -0.4 0.0 -0.950
```
Forces are in eV/Å.

Properties
F_max (hartree/bohr): 0.0512
Gap between HOMO and LUMO (eV): 9.6
SMILES string: CNCCCCO.O
M (g mol⁻¹): 121.18
LUMO (eV): 0.8

(2)
C5H15NO4 | wB97M-V/def2-TZVPD

```
25
Properties=species:S:1:pos:R:3:forces:R:3:nbo_charge:R:1
C -1.230171 1.357261 0.965178 0.3 0.0 0.1 -0.427
C -1.779280 1.484499 2.383049 -1.0 -1.5 -0.2 -0.612
C 0.179900 0.759762 0.792733 0.7 1.1 -0.1 -0.218
N 0.340742 0.089480 -0.525928 -0.3 -0.1 1.3 -0.634
C 0.294931 -1.359971 -0.384470 0.5 -0.4 -0.8 -0.338
C -0.691803 -2.092116 -1.249818 -0.3 -0.3 -0.2 0.776
O -1.780478 -1.363932 -1.584784 0.3 0.5 0.5 -0.700
O -0.545576 -3.230575 -1.609104 -0.1 0.1 0.1 -0.583
H -1.213674 2.369098 0.547276 -0.1 -0.2 -0.3 0.199
H -1.907390 0.732417 0.372449 -0.1 0.2 0.1 0.201
H -2.754797 1.963714 2.347341 0.3 1.0 0.1 0.215
H -1.072331 1.897529 3.095821 -0.2 0.2 0.1 0.211
H -2.174782 0.512897 2.744114 1.0 0.0 0.0 0.203
H 0.932700 1.559856 0.805436 -0.3 0.1 0.1 0.187
H 0.507537 0.143573 1.627770 -0.3 -0.5 -0.2 0.202
H -0.450568 0.440568 -1.045631 -0.1 -0.4 -0.4 0.367
H 1.244542 -1.821956 -0.685923 0.0 0.2 0.2 0.212
H 0.139229 -1.715058 0.642467 -0.2 0.2 -0.1 0.229
H -2.430839 -1.966119 -1.946173 -0.3 -0.4 -0.5 0.501
H 1.530494 -0.316077 -2.775866 0.4 -0.1 -0.1 0.466
H 1.138177 1.034265 -3.167817 0.3 0.2 -0.3 0.464
O 1.779718 0.357677 -3.423014 -0.6 0.0 0.4 -0.930
H 3.425440 -0.882000 0.217215 0.0 -0.2 -0.1 0.471
H 3.477700 0.453026 0.899324 -0.2 -0.1 0.1 0.472
O 3.040580 -0.407820 0.958356 0.3 0.3 0.0 -0.938
```
Forces are in eV/Å.

Properties
F_max (hartree/bohr): 0.0352
Gap between HOMO and LUMO (eV): 9.9
SMILES string: CCCNCC(=O)O.O.O
M (g mol⁻¹): 153.18
LUMO (eV): 0.5